Below is a molecular structure, C36H43ClIIrN2O2PS3 at a distorted geometry, with properties calculated with ωB97M-V with the def2-TZVPD basis set.

Calculated values
* energy above the lowest of the compared OMol25 structures with the same formula, charge and spin: 18.86 kcal per mole
* highest occupied orbital energy: -10.33 eV
* net charge: +1

The geometry in XYZ format:
```
90
Properties=species:S:1:pos:R:3:mulliken_charge:R:1
Ir 0.61 0.17 -0.62 1.445
Cl 4.26 6.09 -0.63 -0.246
C 3.78 4.42 -0.61 0.613
C 4.71 3.45 -0.43 -0.585
C 4.35 2.08 -0.42 -0.111
I 5.84 0.66 -0.15 0.072
C 3.04 1.69 -0.58 -0.300
O 2.63 0.44 -0.59 -0.294
C 2.08 2.72 -0.76 -0.073
N 0.79 2.30 -0.92 -0.364
C -0.16 3.18 -1.14 0.120
C 0.10 4.55 -1.21 -1.410
C 1.37 5.01 -1.03 -0.969
C 2.42 4.09 -0.80 0.161
H 5.75 3.72 -0.30 0.456
H -1.14 2.78 -1.31 0.518
H -0.71 5.23 -1.42 0.560
H 1.60 6.07 -1.07 0.462
O -1.27 0.27 -1.27 1.097
C -2.62 0.60 -0.97 3.990
C -2.86 1.15 0.44 -0.094
C -2.84 2.45 0.88 -0.619
C -3.16 2.60 2.25 -0.990
C -3.44 1.41 2.84 -0.643
S -3.36 0.12 1.73 0.055
C -3.51 -0.62 -1.22 -1.207
C -3.13 -1.77 -1.82 -0.651
C -4.19 -2.70 -2.01 -0.699
C -5.38 -2.20 -1.57 -0.832
S -5.21 -0.62 -0.93 0.020
C -3.05 1.64 -2.01 -1.090
C -4.10 2.50 -1.99 -0.480
C -4.25 3.21 -3.22 -0.889
C -3.31 2.86 -4.14 -0.581
S -2.25 1.66 -3.53 -0.028
H -2.66 3.30 0.23 0.694
H -3.21 3.55 2.76 0.508
H -3.75 1.23 3.86 0.529
H -2.11 -1.93 -2.15 0.421
H -4.08 -3.67 -2.47 0.448
H -6.35 -2.67 -1.60 0.509
H -4.75 2.64 -1.14 0.560
H -5.01 3.95 -3.40 0.448
H -3.18 3.23 -5.14 0.512
C 2.43 0.53 4.23 -1.650
C 0.96 0.71 3.84 1.759
C 0.07 -0.38 4.48 -1.433
C 0.44 2.11 4.19 -1.459
C 0.85 0.54 2.38 0.340
N 0.76 0.40 1.25 -1.330
H 2.51 0.64 5.31 0.448
H 3.05 1.29 3.76 0.369
H 2.80 -0.46 3.95 0.309
H 0.10 -0.25 5.56 0.479
H 0.44 -1.38 4.24 0.295
H -0.96 -0.30 4.14 0.220
H 0.49 2.22 5.28 0.440
H -0.59 2.24 3.87 0.212
H 1.07 2.88 3.74 0.391
C 0.30 -4.53 0.87 -1.974
C 0.28 -3.00 0.95 1.241
C -1.11 -2.50 1.28 -0.733
P 0.99 -2.15 -0.53 0.326
C 2.76 -2.65 -0.44 0.271
C 3.57 -2.20 -1.67 -1.382
C 3.42 -2.18 0.86 -1.374
C 0.29 -2.97 -2.02 0.720
C 0.26 -2.00 -3.22 -1.417
C 0.93 -4.30 -2.43 -1.778
H -0.07 -4.93 1.82 0.488
H 1.29 -4.94 0.71 0.397
H -0.37 -4.89 0.09 0.345
H 0.95 -2.69 1.76 0.022
H -1.84 -2.75 0.50 0.210
H -1.12 -1.42 1.39 -0.470
H -1.46 -2.94 2.21 0.579
H 2.74 -3.75 -0.43 0.910
H 3.53 -1.12 -1.79 0.040
H 3.24 -2.67 -2.59 0.212
H 4.62 -2.47 -1.52 0.535
H 3.37 -1.10 0.95 0.029
H 4.47 -2.46 0.86 0.555
H 2.96 -2.63 1.74 0.259
H -0.74 -3.19 -1.72 0.441
H 1.27 -1.86 -3.62 0.250
H -0.16 -1.03 -2.96 0.289
H -0.36 -2.41 -4.02 0.461
H 1.93 -4.16 -2.83 0.250
H 0.33 -4.75 -3.22 0.527
H 0.99 -5.02 -1.62 0.340
```